DFT (ωB97M-V/def2-TZVPD) results for a structure of composition C33H57BInO24.

```
116
Properties=species:S:1:pos:R:3:forces:R:3
C 0.863230 -2.241269 1.398294 0.541 -0.137 0.072
C 1.159722 -1.115143 2.594937 -1.426 -0.558 -0.057
C 0.104675 0.174745 2.454800 1.950 -1.110 -0.264
C 0.855967 1.259026 1.477166 0.438 1.103 0.563
O 0.265219 2.606779 1.474328 0.555 -2.584 -0.212
In -1.801838 2.581141 1.819887 -0.951 0.140 0.368
C -2.871302 1.019134 0.525997 -1.104 -2.001 -0.751
B -3.828976 0.032774 1.478805 0.292 0.521 -0.510
O -4.583473 0.547353 2.638760 2.217 -1.761 0.040
O -3.955128 -1.412640 1.117152 1.368 1.205 2.816
H 1.613027 -2.135573 0.487059 -1.653 -0.060 1.881
H 0.995651 -3.355852 1.798520 -0.273 2.390 -0.763
H -0.240165 -2.120324 1.017818 2.152 -0.241 0.661
H 2.281520 -0.760810 2.612970 -2.550 -0.795 0.054
H 0.844041 -1.651334 3.600519 0.993 1.015 -1.797
H -0.020267 0.611159 3.535225 -0.044 -0.584 -2.361
H -0.881693 -0.288107 2.009652 1.762 1.273 0.989
H 1.017137 0.855210 0.372426 -0.619 0.476 2.061
H 1.958960 1.385493 1.916294 -2.116 -0.417 -0.761
H -2.560609 4.201445 1.482017 0.366 -0.345 -0.018
H -2.085065 2.122324 3.567906 0.201 -0.313 -0.921
H -2.089900 0.289267 -0.001870 -1.744 1.534 0.714
H -3.566167 1.515117 -0.305600 1.547 -0.868 1.637
H -4.079433 0.348831 3.501211 -1.043 0.707 -2.005
H -3.651580 -1.975486 1.905455 -1.018 1.171 -1.551
C 6.731665 1.315406 4.168408 -0.240 0.557 -0.102
C 5.748436 0.173341 4.004968 0.661 0.877 0.730
C 6.402815 -1.173947 3.948860 0.378 -0.403 0.678
O 5.489792 -1.930864 3.175293 -0.561 0.317 -0.713
C 4.832424 -1.041653 2.370643 -1.312 -0.269 -1.601
O 4.117467 -1.356280 1.437018 1.673 0.466 2.057
O 5.089019 0.247326 2.750619 -0.387 -1.231 -0.600
H 6.196716 2.236413 4.424467 0.112 -0.162 -0.008
H 7.455021 1.110980 4.963568 -0.123 -0.065 -0.066
H 7.270738 1.516533 3.235888 -0.035 -0.253 0.129
H 4.986652 0.214175 4.791607 0.009 -0.091 -0.085
H 6.521114 -1.615633 4.943822 -0.098 -0.048 -0.256
H 7.372991 -1.171097 3.442500 -0.002 0.170 0.001
C 5.275956 -0.325387 -1.147992 -0.184 0.432 -0.103
C 5.247748 -0.854852 -2.568075 -0.433 0.201 1.540
C 5.834449 -2.227294 -2.704932 -0.464 -0.750 0.450
O 6.301283 -2.233771 -4.041705 0.407 0.901 -0.716
C 6.571377 -0.932640 -4.364813 0.970 0.682 -1.450
O 7.173330 -0.581912 -5.363037 -1.164 -0.699 1.843
O 6.080350 -0.078672 -3.415434 0.755 -0.638 -1.280
H 4.645209 0.566686 -1.068284 0.047 -0.208 0.091
H 4.904454 -1.068296 -0.435682 0.018 0.195 -0.315
H 6.286530 -0.020397 -0.854113 -0.024 -0.236 -0.160
H 4.227680 -0.815729 -2.966465 0.048 -0.110 -0.014
H 5.085083 -3.011773 -2.556356 0.210 0.114 -0.152
H 6.681400 -2.412317 -2.037031 -0.069 0.165 0.065
C -5.211443 -2.799990 -1.118205 0.573 -0.301 0.181
C -4.932384 -3.406909 -2.478918 -0.132 1.336 0.985
C -6.105862 -3.350017 -3.409648 -0.308 0.852 -0.221
O -5.885785 -4.463957 -4.255604 0.446 -0.976 -0.002
C -5.156221 -5.364510 -3.529635 0.646 -1.877 -0.084
O -4.951765 -6.516154 -3.866864 -0.460 2.191 0.529
O -4.691601 -4.801335 -2.372633 -0.440 -1.144 -1.304
H -4.273670 -2.667605 -0.567708 -0.385 0.122 -0.209
H -5.693809 -1.821835 -1.206801 0.162 -0.100 -0.025
H -5.841466 -3.456866 -0.508100 -0.098 0.060 -0.262
H -4.046077 -2.942728 -2.925886 -0.198 -0.073 0.032
H -6.124144 -2.423209 -3.992506 0.010 -0.238 0.003
H -7.070925 -3.475356 -2.909055 0.090 0.004 0.141
C 0.160366 -2.240760 7.928989 0.478 -0.337 0.135
C 0.455362 -0.774805 7.680563 -0.409 -1.024 0.500
C -0.691639 -0.031206 7.065749 -0.775 0.306 0.293
O -0.043012 1.005648 6.352199 1.098 -0.233 -0.299
C 1.203518 0.539348 6.037525 1.214 1.384 -1.754
O 1.965645 1.082839 5.259328 -1.430 -1.243 1.835
O 1.477883 -0.620769 6.708751 0.076 0.731 -0.452
H 0.934048 -2.674813 8.571644 -0.156 0.022 -0.056
H -0.806564 -2.377066 8.422730 0.100 0.108 -0.059
H 0.171066 -2.815301 6.996020 -0.146 0.270 0.060
H 0.791848 -0.294249 8.606105 -0.077 0.072 -0.051
H -1.364231 0.386181 7.822346 0.126 0.074 -0.253
H -1.276316 -0.629583 6.360235 0.097 -0.111 0.058
C -3.455525 8.094937 4.108095 0.217 0.081 -0.559
C -3.933254 6.695291 4.440556 0.106 1.027 -0.398
C -4.225932 6.494895 5.896827 -0.684 0.185 0.463
O -3.996112 5.108746 6.072077 0.222 -0.204 -0.237
C -3.088676 4.741955 5.116925 1.729 -2.680 -0.483
O -2.511047 3.670740 5.091391 -1.489 3.016 0.690
O -2.912486 5.739886 4.197804 -0.172 -0.667 0.784
H -3.471961 8.248564 3.023605 -0.006 0.006 0.189
H -4.092980 8.856007 4.568244 -0.001 -0.133 -0.006
H -2.419922 8.251813 4.429903 -0.224 -0.127 0.141
H -4.797749 6.433073 3.820334 -0.005 -0.032 0.114
H -5.261864 6.746729 6.146738 0.167 -0.172 0.040
H -3.554517 7.048154 6.560723 0.067 0.114 -0.149
C 4.217637 1.095085 -5.847054 -0.101 -0.007 0.502
C 3.015242 0.485959 -6.540579 1.266 0.152 0.523
C 3.038967 0.650302 -8.030201 0.590 -0.437 -0.556
O 1.663196 0.646881 -8.365138 -0.727 0.287 0.503
C 0.994223 1.102546 -7.262805 -2.284 0.668 0.325
O -0.181615 1.417360 -7.252456 2.478 -0.698 -0.130
O 1.822491 1.162582 -6.175580 -0.984 -0.014 -0.932
H 4.260716 0.756820 -4.806040 0.048 0.127 -0.251
H 5.152276 0.805459 -6.336828 -0.138 -0.034 0.064
H 4.151795 2.188445 -5.817502 -0.059 -0.184 -0.207
H 2.908109 -0.567150 -6.257263 -0.031 0.020 -0.131
H 3.556958 -0.176593 -8.527153 -0.221 0.157 0.006
H 3.477978 1.596427 -8.361512 0.054 0.005 0.188
C -3.689968 -2.864438 -8.634391 0.329 -0.502 -0.070
C -4.163886 -2.584657 -7.221985 -0.102 -0.384 -1.224
C -4.671460 -1.187683 -7.028654 -0.724 0.391 -0.385
O -4.422932 -0.954191 -5.654371 0.650 -0.457 0.513
C -3.366105 -1.751030 -5.310200 1.431 0.199 2.018
O -2.754157 -1.667829 -4.261197 -1.384 -0.213 -2.325
O -3.084845 -2.649688 -6.302671 -0.114 0.648 0.966
H -3.543546 -3.941041 -8.773951 -0.062 0.172 -0.022
H -4.417414 -2.521976 -9.376586 0.027 -0.012 0.155
H -2.722913 -2.389452 -8.833985 -0.253 0.133 0.121
H -4.912054 -3.326118 -6.919889 -0.012 0.106 0.059
H -5.741819 -1.105289 -7.244465 0.185 0.056 0.188
H -4.130928 -0.438117 -7.614852 0.074 -0.144 -0.054
```
Forces are in eV/Å.

For the LUMO energy, the calculation gives 2.04 eV. The total charge is -1. The HOMO energy is -4.1 eV.

Atom charges from the Löwdin analysis, given in e for atoms 1 to 99: -0.138, -0.229, -0.216, -0.329, -0.461, 0.560, -0.235, -0.589, -0.024, -0.034, 0.066, 0.068, 0.067, 0.079, 0.093, 0.080, 0.083, 0.118, 0.112, -0.099, -0.036, 0.036, 0.040, 0.102, 0.113, -0.020, -0.344, -0.120, 0.068, -0.494, 0.095, 0.093, 0.090, 0.086, 0.092, 0.161, 0.142, 0.138, -0.009, -0.346, -0.112, 0.061, -0.519, 0.118, 0.063, 0.101, 0.062, 0.097, 0.158, 0.147, 0.142, -0.014, -0.336, -0.115, 0.046, -0.508, 0.120, 0.093, 0.069, 0.099, 0.095, 0.136, 0.134, 0.139, -0.026, -0.357, -0.114, 0.068, -0.513, 0.136, 0.072, 0.081, 0.088, 0.094, 0.156, 0.144, 0.145, -0.026, -0.353, -0.131, 0.054, -0.506, 0.067, 0.062, 0.086, 0.083, 0.093, 0.162, 0.137, 0.137, -0.004, -0.342, -0.120, 0.056, -0.505, 0.133, 0.093, 0.071, 0.087

=====

DFT (ωB97M-V/def2-TZVPD) results for a structure of composition C33H57CrN3O4Si.

```
99
Properties=species:S:1:pos:R:3:forces:R:3
O -4.169783 0.337781 -0.344505 -0.162 0.409 1.735
O -5.071907 -0.665303 -2.485357 0.166 -1.297 -0.925
C -4.781673 0.191594 0.975164 -0.074 0.816 -0.781
C -4.211799 1.130548 2.026086 0.712 0.068 0.078
H -4.646874 -0.840357 1.263119 0.065 -0.345 -0.061
H -5.849871 0.390937 0.833834 -0.082 -0.215 0.199
H -3.096564 1.073053 2.042673 -0.961 0.210 -0.023
H -4.553178 0.889429 3.039140 -0.127 -0.189 -0.221
H -4.534548 2.157439 1.827955 0.190 -0.062 0.085
C -4.122648 1.697896 -0.777965 2.551 -0.511 -0.117
C -5.432179 2.353035 -0.957116 -1.039 -0.043 -0.294
H -3.508797 1.618936 -1.719338 -0.835 0.272 0.605
H -3.484745 2.296881 -0.088386 -0.287 -0.350 -0.324
H -6.091266 1.671696 -1.495119 -0.128 0.170 -0.231
H -5.320126 3.291534 -1.490131 -0.004 0.091 -0.250
H -5.921098 2.596967 -0.019417 0.011 -0.019 0.290
C -4.472962 -0.643408 -3.785003 -0.617 0.723 0.311
C -5.457897 -1.949883 -1.999865 -0.322 -0.120 0.305
C -4.932756 0.692201 -4.365388 -0.143 -0.155 -0.414
H -4.799426 -1.496849 -4.419476 0.175 0.402 0.378
H -3.373476 -0.640387 -3.698420 -0.181 -0.259 0.015
H -6.027329 0.672329 -4.495727 0.397 0.051 0.023
H -4.465145 0.873375 -5.338940 -0.069 0.061 0.076
H -4.688260 1.525459 -3.691265 0.006 -0.347 -0.173
C -6.968369 -2.126067 -2.130149 -0.232 0.221 -0.250
H -5.194639 -1.985063 -0.934659 0.145 0.053 -0.185
H -4.950183 -2.803690 -2.496155 0.020 0.631 0.058
H -7.493271 -1.293662 -1.635917 0.208 -0.268 -0.094
H -7.318188 -3.069643 -1.689893 0.166 0.179 -0.072
H -7.264148 -2.111227 -3.190577 0.055 -0.045 0.260
H -0.997632 -0.746607 1.691805 -0.313 -1.321 -0.805
N 1.304506 -0.841645 1.507626 2.011 -1.819 -1.345
C 2.372040 -1.662970 1.374231 -1.607 1.366 -0.321
C 2.845874 -2.177493 0.112686 0.931 -0.553 1.052
C 2.725728 -1.604294 -1.138604 -0.018 0.299 -0.354
C 3.146537 -2.004872 2.616832 0.518 -0.569 -0.019
H 2.496106 -2.457109 3.392890 0.540 0.431 -0.403
H 3.635756 -1.096514 3.023285 -0.364 -0.477 -0.128
H 3.930342 -2.724516 2.335305 -0.199 0.237 0.319
C 3.622847 -2.069449 -2.278137 0.091 -0.322 0.681
H 4.415366 -1.322370 -2.465542 -0.385 -0.410 -0.106
H 3.029343 -2.239500 -3.193041 0.340 0.139 0.336
H 4.090587 -3.014088 -1.935233 -0.129 0.519 -0.494
N 1.833425 -0.640596 -1.365933 -0.863 0.015 0.567
C 1.067850 -0.282836 2.796114 0.124 -0.125 1.286
C 0.324892 -0.983846 3.793937 -0.273 1.489 -0.150
C -0.108084 -2.403389 3.699907 -0.695 -0.302 0.329
C -0.215993 -0.239074 4.855884 0.675 0.540 -0.105
H -0.908760 -0.723001 5.551666 0.329 0.109 -0.205
C 0.108660 1.115457 5.023804 -0.037 0.113 0.018
H -0.346318 1.710924 5.845178 0.404 -0.551 -0.696
C 1.022565 1.714949 4.148548 0.041 -0.305 0.193
H 1.327629 2.759722 4.295438 -0.151 -0.474 -0.014
C 1.551260 1.015456 3.049208 -1.330 -0.297 0.848
C 2.463747 1.709071 2.110441 0.204 0.553 0.164
C 1.899063 0.275457 -2.431697 0.755 -0.295 0.125
C 0.882893 0.260362 -3.380651 0.311 0.484 -0.743
C -0.300215 -0.622375 -3.173141 0.050 -0.313 -0.176
C 1.031492 1.048053 -4.525001 -0.120 0.115 0.112
H 0.276601 0.989300 -5.332190 0.533 0.149 0.575
C 2.138944 1.893792 -4.628123 -0.200 0.294 -0.970
H 2.261254 2.511241 -5.531979 -0.103 -0.335 0.502
C 3.085985 1.979376 -3.621700 -0.168 -0.207 0.477
H 3.921941 2.673282 -3.683102 -0.181 -0.083 -0.123
C 2.971742 1.175460 -2.484046 -0.390 0.026 -0.907
C 3.951477 1.272254 -1.375696 0.757 0.252 0.647
Cr 0.140043 -0.578528 -0.331787 1.085 -0.719 1.264
H -1.032685 -2.500435 3.129310 0.297 -0.114 -0.053
H -0.366770 -2.768225 4.701159 0.275 0.000 -0.119
H 0.632946 -3.054233 3.274718 0.235 -0.366 -0.249
H 3.304897 1.088907 1.832516 0.194 -0.221 -0.259
H 2.865707 2.600284 2.599483 -0.009 -0.036 -0.089
H 1.936521 2.044292 1.222666 -0.024 -0.050 -0.313
H -0.915926 -0.657287 -4.076369 -0.158 0.102 0.292
H -0.943950 -0.252643 -2.345997 -0.115 -0.096 -0.196
H 0.011123 -1.650052 -2.970999 -0.060 0.126 0.084
H 3.469242 1.455865 -0.402375 0.057 -0.225 -0.386
H 4.627866 2.117688 -1.555429 -0.102 -0.192 0.022
H 4.583231 0.374868 -1.269304 -0.253 0.276 0.040
H 3.594841 -2.984639 0.221699 -0.543 0.569 -0.190
C -1.742607 -1.400182 1.136769 -2.069 -3.250 -3.554
Si -1.667560 -3.021757 0.120622 -0.407 -0.887 1.131
H -2.304594 -1.861266 1.958538 -0.084 0.447 -0.084
H -2.483716 -0.736287 0.555388 1.034 -0.913 1.034
C -3.048816 -4.069569 0.896567 -0.142 -0.838 -0.097
C -0.028491 -3.947548 0.222198 0.179 -0.131 0.125
C -2.020376 -3.071596 -1.701680 -0.213 0.094 -1.044
H -2.556744 -2.196296 -2.070020 -0.070 0.061 -0.064
H -2.620057 -3.948570 -1.992502 0.006 0.186 0.398
H -1.108484 -3.185433 -2.293474 0.002 0.141 0.095
H -3.170905 -3.949100 1.971772 0.136 0.205 0.151
H -2.898984 -5.154482 0.757625 0.131 0.276 -0.133
H -4.034742 -3.879163 0.458125 0.108 0.256 -0.066
H 0.541538 -3.709119 1.129258 -0.056 -0.117 -0.297
H 0.588466 -3.715858 -0.664626 -0.057 -0.025 0.428
H -0.207538 -5.033104 0.207860 0.014 0.219 -0.021
O -0.887416 2.201066 0.537751 0.589 -2.203 -0.068
N -0.718616 0.993076 0.717365 -2.977 2.192 4.648
O -1.153145 0.517401 1.952137 2.303 6.729 -2.598
```
Forces are in eV/Å.

For the LUMO energy (spin up / spin down), the calculation gives -0.01 / 0.18 eV. As for the multiplicity: 5. The total charge is 0. The HOMO energy (spin up / spin down) is -7.7 / -7.8 eV.

Taken from the Löwdin analysis, the atomic charges in e are: -0.220, -0.201, -0.243, -0.070, 0.098, 0.112, 0.063, 0.082, 0.069, -0.300, -0.085, 0.126, 0.105, 0.079, 0.084, 0.071, -0.255, -0.278, -0.070, 0.127, 0.093, 0.084, 0.072, 0.061, -0.072, 0.100, 0.114, 0.078, 0.075, 0.074, -0.067, 0.064, -0.293, -0.052, -0.357, -0.008, 0.083, 0.105, 0.083, 0.001, 0.083, 0.095, 0.087, -0.052, -0.241, -0.212, -0.037, -0.044, 0.112, -0.074, 0.109, -0.040, 0.112, -0.224, -0.042, -0.219, -0.218, -0.048, -0.034, 0.119, -0.085, 0.108, -0.039, 0.112, -0.208, -0.027, 0.780, 0.058, 0.092, 0.054, 0.068, 0.087, 0.074, 0.095, 0.079, 0.070, 0.068, 0.086, 0.080, 0.109, -0.241, 0.465, 0.042, 0.057, -0.180, -0.170, -0.180, 0.014, 0.050, 0.016, 0.022, 0.032, 0.020, 0.011, 0.025, 0.041, -0.008, -0.218, -0.223

=====

What is the total charge in the first record?
-1

=====

What is the total charge in the second record?
0

=====

Which formula does entry 2 have?
C33H57CrN3O4Si